1.
88
Properties=species:S:1:pos:R:3 method="wB97M-V/def2-TZVPD" smiles="NC(N)=O.NC(N)=O.NC(N)=O.NC(N)=O.NC(N)=O.CCO.CCO.CCO.CCO.CO.CO" relative_energy_kj_mol=109.93 total_charge=0
O -11.8654 12.1913 -1.5419
O -14.6088 17.1003 -5.8665
O -7.9101 17.8402 -0.5456
O -9.9710 12.7754 2.3282
O -12.7476 16.7803 -3.7832
O -14.0184 14.0799 -1.6019
O -14.5599 18.6651 -0.3644
O -8.5548 13.2505 -6.6236
O -10.9940 17.4709 -6.4760
O -10.3755 19.2364 -4.4123
O -9.3862 13.2734 -4.1473
N -9.7241 17.3559 -8.4761
N -10.6357 15.8815 -4.3456
N -9.0766 13.8060 -1.9855
N -8.7097 16.5612 -2.3628
N -10.0314 16.6840 -0.6739
N -8.3450 13.6736 1.1044
N -9.4595 11.7199 -2.3974
N -9.1469 18.7744 -6.9565
N -11.5984 15.3018 -2.5230
N -10.4044 14.5558 0.8820
C -8.8953 17.0885 -1.2080
C -12.0180 11.4352 -0.3433
C -9.0861 14.3801 -7.2423
C -16.3500 18.2301 -4.7672
C -9.9928 17.8495 -7.3301
C -9.3315 12.8853 -2.8381
C -11.0358 19.4083 -3.2151
C -9.6123 13.6443 1.4274
C -15.8103 14.8177 -3.1163
C -8.3611 14.3356 -8.6511
C -15.1457 18.3421 -5.6272
C -10.2967 20.3549 -2.2584
C -13.7960 18.1419 -1.4201
C -11.6759 15.9894 -3.6107
C -14.5545 13.9419 -2.9235
H -11.0067 18.4371 -2.7683
H -17.0514 19.0487 -4.8444
H -10.1085 15.2832 0.1928
H -10.9724 14.4445 -2.3322
H -7.3553 14.5038 -8.6384
H -16.1390 17.9661 -3.7117
H -8.4616 13.4598 -9.2146
H -8.9158 15.2285 -6.6582
H -8.7871 15.1549 -9.2831
H -13.3206 13.4060 -1.3877
H -13.9735 18.7215 -2.2865
H -10.1743 15.0050 -4.5226
H -9.2485 11.2512 -1.4626
H -16.6330 14.5160 -2.5341
H -9.4959 16.2419 -2.8901
H -9.3700 19.1456 -6.0811
H -11.8492 10.3695 -0.5569
H -11.4374 11.8331 0.5079
H -9.9597 21.3596 -2.5307
H -9.4764 18.8914 -4.1821
H -10.1710 14.3789 -7.3978
H -15.4740 15.8322 -2.7774
H -9.4438 19.9003 -1.7428
H -13.7928 17.0588 -5.4328
H -13.7796 14.1516 -3.6583
H -7.9442 17.0176 -2.8097
H -9.0470 13.7367 -0.9310
H -14.4039 18.9632 -5.1673
H -14.2854 17.1949 -1.5690
H -11.0479 11.9925 -1.9659
H -9.6951 11.0096 -3.0760
H -14.7541 12.9013 -2.9584
H -12.5128 15.2288 -2.0211
H -11.4802 14.5183 1.1672
H -10.1647 17.0578 0.2716
H -15.3627 18.9501 -6.5198
H -8.9953 13.1073 -5.7379
H -15.4758 18.3839 -0.6032
H -13.0177 11.3998 -0.0480
H -8.3827 19.2423 -7.5220
H -9.1940 17.9385 -9.1528
H -8.7903 14.7977 -2.2353
H -12.7803 18.1029 -1.1260
H -7.8438 14.4368 0.5756
H -10.8992 20.5579 -1.2914
H -16.0328 14.9038 -4.1653
H -16.7590 17.3077 -5.1572
H -12.0882 19.7372 -3.3746
H -10.6395 16.3976 -5.2113
H -7.8092 12.8876 1.5103
H -10.8592 16.2748 -1.1387
H -10.4812 16.7710 -8.8019



2.
137
Properties=species:S:1:pos:R:3 method="wB97M-V/def2-TZVPD" smiles="CCOCC1=C(CC)C(=O)c2cc(CCOCCOc3ccc(C(C)(C)CC(C)(C)C)cc3)ccc2C1=O.c1ccncc1.c1ccncc1.c1ccncc1.c1ccncc1.c1ccncc1" total_charge=0
O 2.5462 -5.2078 0.8902
O 3.1589 0.0929 1.1419
O 0.5454 4.0759 -0.4839
O 3.8286 3.5446 -2.1242
O 3.7748 -3.4741 -2.6203
N -0.5643 1.9615 4.5133
N 3.8107 7.5209 3.5152
N 5.7284 -3.3879 4.6307
N -6.0897 2.2499 -4.0017
N -6.2229 -5.8421 -3.1885
C 7.7575 -4.0491 5.7369
C 0.9393 1.8616 6.3849
C -3.3306 -1.1949 0.4477
C 2.9858 3.8879 -1.0047
C -2.7082 -1.3396 -2.7856
C 3.6202 -4.7632 0.0601
C -1.2201 2.7050 -1.6452
C -5.4153 -7.2759 -4.9392
C -2.3101 1.7432 -1.6214
C 0.5304 1.4843 5.1154
C 0.1613 -5.2476 1.3983
C 5.4361 -1.0375 -3.0703
C -4.9683 -1.0769 -3.9022
C -6.2225 4.4109 -2.9583
C 3.9965 8.6154 2.7698
C 5.7349 1.3764 -2.2013
C -7.2941 -6.6362 -3.0890
C -0.9649 3.3010 6.4679
C 3.9936 -2.7745 -1.6521
C -8.2197 3.3109 -3.6700
C 6.4749 -4.2935 5.2721
C 3.2760 -2.5617 2.2539
C 4.4592 -0.3394 -0.8804
C 3.6908 -3.2216 -0.1823
C -7.4953 -7.7623 -3.8715
C -5.5165 3.3168 -3.4327
C -7.6025 4.4039 -3.0826
C -4.8235 -2.7731 -2.0222
C 4.6478 -1.3868 -1.9001
C 4.9754 1.0076 -1.0021
C -6.5336 -8.0844 -4.8156
C 3.5401 -2.2366 0.7471
C -1.2882 2.8552 5.1961
C -0.5302 3.1770 -0.4291
C -2.1332 1.6780 0.8659
C -1.0405 2.6448 0.8372
C -4.9821 0.6909 0.8288
C 1.2731 -5.0002 0.2785
C 1.4991 3.6587 -1.4829
C 2.5240 6.5985 1.7073
C -7.4222 2.2657 -4.1085
C -4.2701 -1.3311 -2.4820
C 8.3040 -2.7947 5.5231
C 5.9678 0.3296 -3.2064
C 3.6623 -0.7127 0.3882
C 3.0819 6.5384 2.9749
C 6.2786 -2.1812 4.4372
C 7.5533 -1.8381 4.8593
C -2.7975 1.1726 -0.3593
C 5.1884 3.9292 -1.8896
C 2.7291 7.7440 0.9551
C 3.4795 8.7771 1.4938
C -5.3082 -6.1742 -4.1051
C -4.7609 -0.1515 -1.5567
C -3.9348 0.0974 -0.2326
C 6.2414 2.8396 -2.3304
C 0.1732 2.7901 7.0712
C 1.7193 -2.5192 2.6160
H -4.5758 0.7207 1.8693
H 1.0989 0.7631 4.5374
H -4.7041 0.7992 -2.1613
H 6.4921 3.0261 -3.4066
H 5.3036 4.2415 -0.8094
H -4.4343 3.2779 -3.3602
H 1.3621 4.3084 -2.3910
H 4.7859 1.7677 -0.2157
H -0.8446 3.1044 -2.6163
H -0.5914 2.9785 1.8079
H 3.1662 4.9358 -0.6468
H -8.0201 -6.3415 -2.3386
H -0.4333 -6.1772 1.2017
H -4.1094 -2.0021 0.5121
H -6.0852 -1.0685 -3.7453
H 1.8339 1.4398 6.8239
H 1.1029 -3.9583 -0.0974
H 6.0062 -5.2617 5.4135
H -8.3816 -8.3704 -3.7451
H 3.6602 9.6874 0.9369
H 1.5103 -1.5334 3.0986
H 5.6528 -1.4647 3.9160
H -5.3231 -3.2841 -2.8772
H -2.4882 1.2571 1.8362
H -5.8205 -0.0715 0.8516
H 4.5927 9.3947 3.2327
H 1.5533 -3.3296 3.3729
H -1.5876 4.0281 6.9725
H 0.4598 3.1120 8.0656
H -0.5794 -4.4021 1.4425
H -9.2950 3.2699 -3.7846
H 7.1868 2.9982 -1.7431
H 8.3134 -4.8214 6.2523
H -7.8595 1.3868 -4.5713
H -2.0785 -0.8851 -1.9864
H -5.4510 1.6456 0.4832
H -2.4175 -2.4230 -2.9265
H -4.7170 -1.9304 -4.5824
H -3.9293 -3.3427 -1.6661
H -2.3615 -1.5435 0.0154
H -4.4491 -5.5131 -4.1618
H 1.4190 2.5808 -1.7652
H 3.4781 -5.2370 -0.9583
H 3.8009 -1.7867 2.8667
H 9.3046 -2.5645 5.8700
H -4.6994 -0.0732 -4.3268
H -8.1908 5.2410 -2.7252
H 1.0561 -5.7724 -0.5178
H -2.1713 3.2235 4.6839
H 5.6466 -1.7889 -3.8661
H 2.9459 5.6640 3.6029
H 0.5992 -5.3432 2.4216
H -4.6434 -7.4951 -5.6654
H 5.3856 4.8448 -2.5254
H 3.1923 3.1400 -0.1917
H -5.7053 5.2459 -2.5041
H 1.1095 -2.6985 1.6955
H 7.9475 -0.8475 4.6734
H 3.7253 -3.5603 2.4720
H -3.1067 -0.9188 1.5213
H -2.7912 1.3800 -2.5644
H 6.5631 0.6157 -4.1067
H -2.5490 -0.8466 -3.7839
H -6.6543 -8.9562 -5.4480
H -5.5147 -2.5725 -1.1571
H 4.5854 -5.1949 0.4488
H 1.9433 5.7704 1.3197
H 2.3082 7.8306 -0.0402
H -5.8468 -0.2868 -1.2864



no.,HOMO-LUMO gap (eV)
1,9.1
2,7.4